# 1
ORCA calculation (the ωB97M-V functional and the def2-TZVPD basis) on a structure of composition C30H25Br2CsN5OS.

Each line ends with the Mulliken charge.
Cartesian coordinates (Å):
C  -3.82344  -4.67384  -0.23471  0.9373
C  -1.74969  -3.62690  -0.77802  -0.5479
H  2.98613  0.89363  -2.21061  0.1412
C  1.44170  1.81641  -4.31540  -0.7498
C  -4.23456  -3.44901  0.27635  -0.7237
H  -5.05441  0.13369  -2.56931  0.4010
C  3.72465  0.22178  4.50027  -0.3504
C  3.92984  0.06706  -0.45808  0.1650
C  5.28287  0.04222  -0.05663  -0.7175
C  -3.92545  1.72082  0.75211  -0.4594
H  -3.66468  -1.40312  0.60760  0.4106
H  -2.20560  -5.68682  -1.21081  0.3968
H  0.93690  2.65698  -3.84915  0.2474
H  -6.17885  -6.67931  0.94435  0.2163
H  4.42485  -0.06095  -2.55904  0.3552
O  0.89416  0.30596  2.20077  -0.8117
N  2.95669  0.13756  0.42265  -0.1934
N  -5.55918  -5.89240  0.85268  -0.3727
C  3.31902  0.96975  -5.59699  0.2402
C  4.56349  0.13931  2.23686  1.1300
H  -0.77096  -0.69952  -3.43245  0.3366
H  1.14218  -1.54321  -4.86330  0.3031
C  -5.53212  0.42539  -0.49566  -0.5824
H  6.06098  -0.00668  -0.80745  0.3769
C  -2.55414  -4.75483  -0.78922  -0.5746
Cs  -0.07844  -0.08502  -0.12718  1.2224
H  3.24354  -1.14052  -6.02315  0.3962
C  4.54692  1.19282  -6.27434  0.0834
C  -5.10612  0.99581  0.69624  -0.5913
H  2.91151  -0.85153  -2.11477  0.2753
H  -0.74938  -3.66543  -1.19534  0.4173
H  -5.22995  -3.29639  0.67390  0.3986
C  -3.15274  1.90384  -0.39702  0.7439
H  -5.69718  0.88012  1.59663  0.3570
C  3.55155  0.00919  -1.91213  -0.6021
S  -4.69677  -7.05070  -1.33183  -0.3697
C  -4.70883  -5.87343  -0.18508  0.1689
H  3.89656  0.23723  5.56778  0.4032
C  0.83587  0.50984  -4.20523  1.5656
H  3.03911  3.02474  -5.01728  0.3888
C  2.62114  2.02500  -4.97189  -0.4404
C  -0.31530  0.28324  -3.48842  -1.6791
C  3.23376  0.17732  1.75098  -0.5500
C  2.41415  0.26451  4.01567  -0.2046
N  -2.13362  -2.45537  -0.27316  -0.1479
C  2.73519  -0.31526  -5.53640  -0.3630
C  5.59181  0.07585  1.27149  -0.7597
H  -5.47103  -5.24560  1.61812  0.2066
H  -1.62695  3.01643  -1.19292  0.2239
C  -4.74951  0.58412  -1.63310  -0.6216
C  2.07638  0.25715  2.65266  0.5563
Br  0.99403  0.35429  5.27559  -0.2360
H  -3.59919  2.15830  1.68887  0.3108
H  6.62283  0.05267  1.59914  0.3382
C  4.77878  0.16359  3.63693  -0.1439
C  -3.36052  -2.37331  0.22911  -0.4768
C  -3.57153  1.31245  -1.59201  -0.2407
H  -1.82960  3.20411  0.46675  0.1946
H  -2.96675  1.41437  -2.48600  0.1989
H  -0.81948  1.10394  -2.98959  0.1619
C  1.55617  -0.54035  -4.88629  -0.8644
H  -6.45546  -0.13755  -0.53801  0.4268
N  5.54901  1.37412  -6.82397  -0.6533
N  -1.94874  2.60313  -0.33208  -0.3847
Br  6.54670  0.10983  4.34852  -0.2834

Net charge: -1
HOMO in eV: -3.14
Energy above the lowest of the compared OMol25 structures with the same formula, charge and spin in eV: 0.042
Orbital gap in eV: 4.1

=====

# 2
ORCA calculation (the ωB97M-V functional and the def2-TZVPD basis) on a cluster of 2 separate species, C3H9BO2S in total.

Each line ends with the Mulliken charge.
Cartesian coordinates (Å):
H  -1.94264  -1.25298  0.92354  0.2305
O  2.61665  0.50255  -0.31128  -0.4153
C  -0.77746  0.54475  0.06158  0.2934
C  -2.10362  1.22792  -0.33025  -1.4003
O  2.71685  -1.94042  -0.87443  -0.3617
H  -0.01519  1.37925  0.46043  0.1913
B  2.21831  -0.70089  -0.76043  0.4603
H  -1.22627  -0.15991  2.19923  0.2986
H  -0.09894  -1.14103  1.25951  0.2423
C  -1.00417  -0.55064  1.10787  -0.9385
H  -2.03115  1.88422  -1.26772  0.3047
H  -2.66893  0.42241  -0.75167  0.3794
H  -2.59428  1.64446  0.53394  0.3790
H  3.57360  0.62805  -0.20369  0.3185
H  3.62176  -2.11890  -0.56717  0.3198
S  -0.28451  -0.36884  -1.47947  -0.3021

HOMO in eV: -7.91
Energy above the lowest of the compared OMol25 structures with the same formula, charge and spin in eV: 1.742
Orbital gap in eV: 7.5

=====

# 3
ORCA calculation (the ωB97M-V functional and the def2-TZVPD basis) on a cluster of 12 separate species, C47H84O28S6 in total.

Each line ends with the Mulliken charge.
Cartesian coordinates (Å):
S  9.03190  -8.39869  -12.14734  1.4527
H  13.23994  -1.89811  -17.66132  -0.0910
C  11.55161  -0.92463  -15.79546  0.8064
C  12.83153  -7.28325  -20.95750  0.2058
H  11.83265  -3.66178  -17.86188  -0.9703
O  8.72913  -2.44235  -21.14589  -0.2848
H  12.78615  -3.88207  -19.40088  -0.1718
H  5.55681  -11.36532  -17.04774  0.3063
H  13.22309  -7.98408  -20.22243  0.3619
C  10.07236  -2.77175  -20.87729  0.3072
H  4.74813  -6.01426  -19.46257  0.1260
O  3.61490  -7.49949  -16.27979  -0.4294
H  6.98351  -14.04405  -17.80442  0.3475
O  13.45370  -5.03753  -17.91036  -0.2813
H  9.26941  -6.08027  -14.36236  -0.4634
C  13.80284  -2.77886  -17.95947  0.8026
C  9.00351  -9.53091  -10.66896  -0.9330
C  11.45354  -9.58250  -11.55656  -0.5925
C  7.77565  -1.21622  -17.57285  -0.7785
O  10.44400  -5.97776  -18.93266  -0.1994
O  13.33057  -5.97735  -21.12944  0.0615
H  9.58765  -4.25838  -16.41796  -0.0448
O  4.43843  -5.36561  -10.73362  -0.7454
H  11.94122  -7.81889  -22.90778  0.3392
H  6.39043  -6.43060  -13.43866  -0.1685
C  7.13547  -11.00057  -18.33962  -0.1180
H  8.35242  -9.33037  -9.82539  0.4276
H  13.91832  -9.43023  -23.47733  0.3857
H  11.50957  -1.71122  -23.24613  0.3724
H  5.38762  -3.52853  -13.00329  0.5931
C  12.87752  -7.92574  -22.36209  0.5486
H  8.68492  -0.73375  -17.93414  0.3531
C  11.83173  -3.35355  -11.28174  -0.6236
C  13.92841  -5.85912  -22.35436  0.4076
H  12.95794  -5.08231  -13.35224  0.5318
O  8.13858  -5.11564  -18.38284  -0.1764
C  14.91468  -2.46310  -18.96633  -1.5866
C  8.95265  -6.15292  -15.40571  2.1981
H  6.99176  1.70379  -16.51812  0.3746
C  10.62823  -9.02480  -12.70446  -0.6248
O  5.63431  -8.24072  -15.68208  -0.4605
H  8.70951  -10.49875  -11.08285  0.3794
H  6.63927  -10.07709  -18.63598  0.0973
H  6.50732  -5.85729  -22.89314  0.3683
H  6.34245  -13.59173  -16.27525  0.4250
H  7.73510  -3.00890  -12.34198  0.2480
C  6.82917  -13.18090  -17.15836  -0.7997
H  8.62469  -1.72116  -15.66644  -0.3997
H  10.74329  -5.14670  -11.76287  -0.1665
O  7.12899  -3.13729  -22.57553  -0.5544
O  5.28087  -0.89296  -18.27362  -0.6398
C  8.28572  -10.91133  -17.33790  -0.1593
H  8.92619  -9.08056  -23.43796  0.4463
C  4.97236  -7.42887  -16.24293  0.2206
C  11.57592  -2.77918  -23.02742  -1.7400
H  3.47855  -4.74048  -19.19937  0.4800
H  8.38379  0.47579  -15.41037  0.2183
H  10.10608  -1.24217  -17.36810  -0.6969
O  9.27973  -3.67028  -22.87678  -0.4278
H  7.98245  -10.39618  -16.42374  -0.3154
C  7.64894  -1.40526  -16.05190  0.5624
H  5.45022  -8.18093  -21.93479  0.6517
H  5.39226  -12.19104  -18.57696  0.4347
O  8.09353  -8.75067  -13.17754  -0.8334
C  8.25001  -3.11567  -22.18651  0.4362
H  12.00384  -10.49439  -11.76940  0.3910
C  10.49146  -9.66446  -10.32802  -0.7072
H  10.85447  -5.50770  -16.25200  0.5273
H  7.09337  -0.18538  -14.40775  0.5580
H  12.54321  -0.63969  -13.93767  0.2789
H  4.14415  -4.72142  -16.80161  0.2608
H  12.38812  -3.48663  -13.82524  0.2653
S  6.41965  -0.06430  -18.00541  1.1342
H  9.84088  0.25718  -16.46006  0.3377
O  8.73040  -12.66128  -15.32476  -0.6600
H  6.23350  -7.04214  -20.89320  -0.2582
H  12.22397  -8.90000  -11.18822  0.1960
C  8.37207  -6.93724  -23.01620  0.5658
H  10.06488  -8.02695  -15.84947  0.1812
H  10.74366  -9.03001  -9.47469  0.3562
H  13.10800  0.40829  -15.20088  0.3645
H  10.29430  -9.92375  -13.23331  0.3415
H  9.44407  -8.27201  -18.03796  0.7881
H  11.13536  -8.41300  -13.44660  0.3543
C  8.82755  -8.33885  -22.64260  -0.8552
H  4.70172  -5.95546  -13.44154  0.6233
H  7.97259  -5.67440  -15.33772  -0.8589
H  6.56536  -4.17058  -14.32336  -0.4259
H  5.40518  0.95196  -16.04290  0.4599
C  11.21133  -4.30476  -12.26899  0.7965
C  12.80460  -3.85407  -18.30856  1.5462
H  7.00295  -2.19618  -15.67389  0.3697
H  12.60421  -2.83268  -22.65703  0.3404
O  5.37625  -6.39485  -16.96944  0.1221
H  9.24228  -10.56481  -17.71917  0.6273
S  7.66115  -8.93496  -21.35706  1.0911
H  14.52711  -1.79755  -19.74256  0.3733
O  9.40567  -13.36625  -17.64949  -0.7028
C  10.50943  -3.52592  -22.21316  1.5402
H  8.76942  -6.31062  -22.21239  -0.6291
C  3.09103  -6.54850  -17.22455  -0.5338
H  6.20279  -3.76656  -10.42803  0.4343
H  10.93783  -4.48419  -21.92376  -0.3950
O  14.58014  -5.51570  -16.00811  -0.5632
H  12.90778  -3.46879  -11.47371  0.3848
H  14.49789  -9.37052  -21.82102  0.3665
S  9.31367  -5.89376  -18.02021  0.8089
O  13.85291  -7.03581  -22.96858  -0.4426
H  7.67138  -11.25531  -19.25902  0.2496
O  9.34599  -1.40144  -12.49212  -0.5736
C  7.31794  -4.01891  -12.32984  0.9355
C  6.84751  -6.88553  -23.00975  -1.0435
C  13.61572  -9.26017  -22.44341  -1.5094
H  11.74794  -7.26437  -20.80469  -0.3579
H  10.06886  -3.61943  -20.19175  -0.3995
H  11.44042  -4.92501  -14.31543  -0.3567
H  5.29095  -4.50571  -18.97600  0.1936
C  4.29188  -5.61667  -17.41089  0.5465
O  14.51957  -4.89963  -22.73392  -0.5631
H  15.26239  -3.34976  -19.50219  0.3267
S  5.69416  -5.83190  -11.29199  1.1562
H  11.66214  -3.29054  -23.99142  0.4247
H  8.22829  -4.57568  -12.57760  -0.8524
H  11.06394  0.16594  -17.68283  0.5470
H  9.83221  -8.37537  -22.21589  -0.0463
C  7.40895  -0.00588  -15.43454  -0.9450
H  12.86626  -10.03298  -22.24203  0.3717
C  12.06450  -4.48628  -13.54086  -0.5963
O  6.91997  0.79540  -19.06102  -0.6938
S  8.52903  -12.62650  -16.75419  1.2278
H  6.44581  -7.33227  -23.91794  0.3018
H  2.86468  -7.17943  -18.08533  0.3289
H  7.60376  -4.86620  -10.28846  0.4481
C  10.15138  -2.26230  -12.32859  0.3868
O  11.72471  -2.12730  -15.72710  -0.3015
C  6.15561  -4.23662  -13.31524  -0.1521
H  8.39907  -8.34483  -15.47164  0.2222
C  4.42325  -5.15774  -18.86477  -1.1852
C  9.78576  -5.32930  -16.37979  -1.2581
H  8.80223  -6.57226  -23.94735  0.6333
C  8.81965  -7.59838  -17.46173  -0.8747
H  7.74401  -2.15247  -18.13090  0.5659
H  10.72259  -10.61214  -9.82811  0.4007
H  15.82084  -2.00198  -18.57789  0.3873
C  14.20304  -4.75676  -16.82525  0.5000
C  9.05955  -7.60411  -15.91690  -0.7113
O  11.30731  -2.08905  -11.57980  -0.4127
C  6.39454  -7.65968  -21.77601  -0.3331
O  9.20467  -7.02734  -11.68590  -0.7051
C  12.20418  -0.05234  -14.78685  -1.6434
C  10.60173  -0.40705  -16.87481  -0.4052
O  14.44752  -3.39442  -16.82341  -0.3888
C  6.84201  -4.47066  -10.95744  -1.0842
O  7.11134  -10.24577  -21.70917  -0.7800
O  8.19872  -8.55579  -20.05688  -0.3290
H  2.24846  -5.99426  -16.82093  0.3049
C  6.43647  0.78583  -16.33675  -0.8432
C  6.09739  -11.97369  -17.77509  -0.9612
O  10.09888  -3.50428  -12.78664  0.2820
O  6.24976  -7.11909  -10.89144  -0.5741
C  5.69313  -5.66003  -13.10099  -0.3214
H  11.80442  -3.62683  -10.22358  0.2530
H  10.75291  -2.01952  -20.49577  0.3930
H  7.77309  -7.81274  -17.66147  -0.1432
H  11.58227  0.79428  -14.49254  0.4037

SMILES string: C[C@H]1COC(=O)O1.C[C@H]1COC(=O)O1.C[C@H]1COC(=O)O1.C[C@H]1COC(=O)O1.C[C@H]1COC(=O)O1.O=S1(=O)CCCC1.O=S1(=O)CCCC1.O=S1(=O)CCCC1.O=S1(=O)CCCC1.O=S1(=O)CCCC1.O=S1(=O)CCCC1.CC(C)=O
HOMO in eV: -9.94
Orbital gap in eV: 10.2

=====

# 4
ORCA calculation (the ωB97M-V functional and the def2-TZVPD basis) on a cluster of 3 separate species, C4H6N2O2 in total.

Each line ends with the Mulliken charge.
Cartesian coordinates (Å):
O  2.85368  -0.78998  -0.10287  -0.4153
H  -2.25053  1.77841  -0.23470  0.2342
H  -0.79167  -2.12471  0.90368  0.2054
N  -1.73792  -1.82871  -0.28893  -0.5999
H  2.92732  -1.85834  0.04512  0.4060
H  -3.34302  -0.64077  -0.45080  0.2372
N  1.48611  -0.87531  0.19594  -0.2034
H  -2.37629  -2.67283  0.88045  0.3326
C  -1.63616  0.77196  0.15265  -0.5283
C  -0.22010  1.15268  0.19404  0.5927
C  0.95174  0.39489  -0.13031  -0.1870
O  0.17847  2.30466  0.00392  -0.5105
C  -2.14662  -0.45391  -0.06918  0.0743
H  1.64646  1.13510  -0.58440  0.3622

HOMO in eV: -9.59
Energy above the lowest of the compared OMol25 structures with the same formula, charge and spin in eV: 11.530
Orbital gap in eV: 8.4

=====

# 5
ORCA calculation (the ωB97M-V functional and the def2-TZVPD basis) on the molecule C6H9N3OS.

Each line ends with the Mulliken charge.
Cartesian coordinates (Å):
H  2.47552  -0.25653  -1.69843  0.2883
H  -3.06047  2.22253  0.73478  0.2779
N  -2.66816  1.29393  0.35228  -0.0133
C  -0.96382  0.28304  -0.43169  0.1210
O  -2.04163  -0.47051  -0.74031  -0.2758
C  0.36007  -0.31121  -0.88650  -0.0204
C  1.22467  -0.90959  1.09583  -0.4653
H  1.75775  1.67926  -1.14191  0.2838
S  -4.52269  -0.65719  0.09520  -0.3970
C  1.75521  0.52387  -0.89136  -0.5085
H  1.92563  -1.85167  1.28621  0.3061
C  2.05061  0.25693  0.67829  -0.5268
H  0.41176  -0.64938  1.81169  0.2587
N  0.61371  -1.36466  -0.21580  -0.3426
H  1.85144  1.13592  1.34082  0.2490
H  3.28179  0.07671  0.85648  0.2795
C  -3.09254  0.07028  -0.02814  0.2235
H  0.13023  -0.43912  -1.98019  0.3865
N  -1.24425  1.37149  0.04995  -0.5095
H  -0.24482  -2.00408  -0.28720  0.3848

SMILES string: S=c1[nH]nc([C@H]2CCCN2)o1
HOMO in eV: -8.74
Energy above the lowest of the compared OMol25 structures with the same formula, charge and spin in eV: 3.573
Orbital gap in eV: 9.4

=====

Result set for F_max: 1.07; 3.63; 3.43; 8.97; 10.19 eV Å⁻¹, one per record in the order listed.